Below is a structure of composition C5H6O, with properties calculated with wB97M-V/def2-TZVPD.

Structure (XYZ):
```
12
Properties=species:S:1:pos:R:3:forces:R:3
O -1.803 -1.478 0.675 0.5 0.4 -0.1
C -0.866 -0.779 0.404 -0.5 -0.4 0.1
C 0.694 1.114 -1.218 0.1 -0.3 0.2
C 0.800 0.527 0.086 0.3 0.3 -0.1
C -0.799 0.714 0.082 -0.4 0.2 0.0
C 0.637 -0.993 0.346 0.0 -0.1 0.0
H 1.038 -1.375 1.289 0.0 0.0 -0.1
H 1.258 1.123 0.877 0.0 -0.1 -0.1
H -1.151 1.421 0.832 0.0 -0.1 -0.1
H 0.456 0.281 -1.920 -0.1 0.2 0.1
H 0.980 -1.617 -0.484 0.0 0.0 0.1
H -1.275 0.985 -0.871 0.0 0.0 0.0
```
Positions in Å, forces in eV/Å.

Calculated values
- ΔE to the lowest compared entry with this formula, charge and spin: 4.200 eV
- Kohn-Sham gap: 9.450 eV
- LUMO: 0.65 eV
- Charge: 0
- E: -7325.0844 eV
- HOMO energy: -8.801 eV

Here are the Löwdin charges for atoms 1 to 5, given in e: 0.12 -0.39 0.10 -0.37 -0.07